1.
{
  "formula": "C51H47N3O8P2SSe2SrTe",
  "method": "ωB97M-V/def2-TZVPD",
  "species": ["Sr", "O", "C", "O", "C", "C", "C", "C", "C", "O", "C", "C", "O", "O", "H", "H", "H", "H", "H", "H", "H", "H", "Se", "P", "C", "C", "C", "C", "C", "C", "C", "C", "C", "C", "C", "C", "C", "C", "N", "N", "N", "P", "Se", "C", "C", "C", "C", "C", "C", "C", "C", "C", "C", "C", "C", "H", "H", "H", "H", "H", "H", "H", "H", "H", "H", "H", "H", "H", "H", "H", "H", "H", "H", "H", "H", "O", "S", "C", "C", "C", "C", "H", "H", "H", "H", "H", "H", "H", "H", "O", "C", "O", "H", "Te", "C", "C", "C", "C", "C", "C", "C", "C", "C", "C", "C", "C", "H", "H", "H", "H", "H", "H", "H", "H", "H", "H"],
  "coordinates": [[1.20299, -2.20968, -0.59345], [2.38264, -2.59861, -4.45259], [1.75604, -1.77257, -3.77921], [2.12347, -1.27319, -2.62234], [0.45609, -1.21019, -4.39571], [0.34963, 0.32267, -4.29844], [-0.78544, 0.80934, -5.22418], [-2.04334, 0.42897, -4.38575], [-1.39443, -0.24052, -3.16510], [-0.19920, 0.55581, -2.99767], [-0.83882, -1.62472, -3.56377], [-0.46637, -2.49352, -2.33291], [0.30919, -3.48364, -2.47179], [-0.89282, -2.11286, -1.20786], [0.44064, -1.53845, -5.43058], [1.29273, 0.84692, -4.41451], [-0.72231, 1.88634, -5.38330], [-0.75262, 0.31523, -6.19786], [-2.59927, 1.31500, -4.07957], [-2.72762, -0.24168, -4.90854], [-1.97661, -0.25645, -2.25130], [-1.55872, -2.18708, -4.15656], [-6.76467, 1.48257, -1.92522], [-5.31533, 1.81123, -0.41995], [-4.26826, 3.22596, -0.84803], [-4.84803, 4.47879, -1.07316], [-4.05422, 5.55356, -1.45295], [-2.68270, 5.37485, -1.64857], [-2.11302, 4.12188, -1.47190], [-2.90365, 3.04844, -1.06452], [-6.17528, 2.21355, 1.15611], [-6.04878, 3.41016, 1.85114], [-6.68062, 3.58478, 3.08496], [-7.44509, 2.56207, 3.62677], [-7.59276, 1.36482, 2.92501], [-6.96419, 1.19009, 1.69871], [-4.22397, 0.45327, -0.00845], [-3.08166, 0.21540, 0.78982], [-3.06046, -1.11641, 1.05214], [-4.13556, -1.66878, 0.49713], [-4.85368, -0.74419, -0.14033], [-1.56631, 0.95180, 1.43931], [0.16026, 0.60504, 0.28261], [-1.73310, 2.75694, 1.65833], [-0.77661, 3.62600, 1.13489], [-0.89838, 4.99930, 1.31854], [-1.97843, 5.51561, 2.02117], [-2.92892, 4.65269, 2.55198], [-2.80162, 3.28119, 2.37644], [-1.50269, 0.35037, 3.15368], [-2.65857, 0.28982, 3.93555], [-2.58728, -0.19080, 5.23430], [-1.36777, -0.63131, 5.75252], [-0.22602, -0.59475, 4.96920], [-0.29311, -0.09726, 3.66774], [-5.92051, 4.59337, -0.96885], [-4.50305, 6.53046, -1.60867], [-2.06334, 6.21547, -1.94828], [-1.05028, 3.96940, -1.64405], [-2.45056, 2.07096, -0.91641], [-5.44402, 4.20710, 1.44265], [-6.55748, 4.51924, 3.62875], [-7.92062, 2.69071, 4.59515], [-8.18763, 0.55884, 3.34361], [-7.04879, 0.25092, 1.16134], [0.05276, 3.20623, 0.58348], [-0.14862, 5.66589, 0.90684], [-2.07974, 6.58624, 2.15801], [-3.77444, 5.04847, 3.10418], [-3.54063, 2.61988, 2.80552], [-3.61977, 0.58192, 3.52249], [-3.48999, -0.24858, 5.83286], [-1.31993, -1.02590, 6.76260], [0.71441, -0.99036, 5.33542], [0.58914, -0.09661, 3.03669], [3.22519, -0.98280, -0.10117], [3.45766, 0.50426, 0.05427], [5.22497, 0.75826, -0.25531], [5.39743, 2.12717, -0.93227], [4.00220, 2.58353, -1.42947], [3.13466, 1.33510, -1.52257], [5.49442, -0.08627, -0.89826], [5.76598, 0.66251, 0.68624], [6.09612, 2.04413, -1.76421], [5.81093, 2.85923, -0.23838], [4.05684, 3.09589, -2.38643], [3.56222, 3.28205, -0.70985], [3.44218, 0.63051, -2.30020], [2.06843, 1.53425, -1.62120], [1.86146, -2.88347, 3.64161], [1.01089, -2.99854, 2.73898], [1.13630, -2.66810, 1.50451], [0.04502, -3.42370, 2.99499], [3.72925, -3.53687, -1.80157], [4.34407, -5.59071, -1.50557], [5.20902, -6.22097, -2.40013], [5.67953, -7.51233, -2.15460], [5.28961, -8.18990, -1.00572], [4.41181, -7.57680, -0.11031], [3.93797, -6.29258, -0.36343], [5.01674, -3.22015, -0.08935], [4.53758, -3.14238, 1.22341], [5.41591, -2.94155, 2.28482], [6.78705, -2.83170, 2.05555], [7.27562, -2.92421, 0.75501], [6.39207, -3.11087, -0.31059], [5.52155, -5.69630, -3.29600], [6.35611, -7.98435, -2.85871], [5.66361, -9.18780, -0.80747], [4.09733, -8.10026, 0.78699], [3.25380, -5.82616, 0.33735], [3.47288, -3.19878, 1.43755], [5.00857, -2.86531, 3.28773], [7.46947, -2.67324, 2.88364], [8.34022, -2.84814, 0.56711], [6.77512, -3.17013, -1.32225]],
  "forces_ev_per_a": [[1.663, 0.362, 0.571], [0.032, 0.354, 0.331], [0.533, 0.660, 0.388], [-0.357, -0.435, -2.086], [-0.314, -0.121, 0.781], [-0.395, -0.194, 0.044], [-0.079, -0.135, 0.080], [0.184, -0.039, -0.076], [0.305, -0.085, -0.281], [-0.103, -0.128, -0.115], [0.762, 0.148, 0.181], [-1.241, -0.494, -0.934], [-0.894, 0.473, -0.375], [-1.891, -0.032, -1.262], [-0.159, -0.133, -0.061], [0.125, 0.071, 0.094], [-0.009, 0.026, 0.013], [-0.015, 0.031, 0.019], [-0.017, -0.003, 0.005], [0.021, 0.036, 0.003], [0.006, 0.060, 0.118], [0.038, -0.054, -0.135], [0.026, -0.003, 0.022], [0.135, 0.126, -0.125], [0.161, 0.114, -0.050], [0.247, 0.081, -0.035], [0.027, -0.136, 0.025], [-0.151, -0.118, -0.052], [-0.186, 0.020, -0.217], [-0.115, 0.125, -0.142], [0.098, -0.230, 0.146], [-0.107, -0.002, 0.090], [0.055, -0.013, -0.111], [0.000, -0.057, -0.089], [0.085, 0.068, -0.079], [0.081, 0.084, 0.130], [-0.369, -0.374, 0.301], [0.065, -0.398, 0.178], [-0.577, 0.192, -0.246], [0.228, 0.875, -0.137], [0.462, -0.180, 0.394], [-0.153, -0.042, -0.136], [-0.177, 0.441, 0.149], [0.074, 0.270, 0.052], [-0.119, 0.138, 0.438], [0.029, -0.197, 0.169], [0.030, -0.078, -0.004], [0.030, 0.002, -0.009], [0.026, 0.112, 0.039], [0.051, -0.236, 0.027], [0.022, -0.030, 0.104], [0.117, 0.014, -0.049], [-0.134, 0.057, -0.057], [0.013, 0.055, -0.118], [-0.025, -0.030, 0.116], [0.001, 0.023, -0.002], [0.033, -0.097, 0.006], [-0.060, -0.071, 0.017], [-0.183, -0.022, 0.025], [-0.023, 0.152, -0.193], [0.045, 0.024, 0.009], [-0.021, -0.115, -0.104], [0.035, -0.016, -0.107], [0.062, 0.068, -0.045], [-0.010, 0.038, 0.013], [0.037, -0.012, -0.036], [-0.033, -0.026, -0.017], [-0.006, -0.018, -0.012], [0.031, -0.031, -0.010], [-0.089, 0.007, -0.021], [0.088, -0.094, 0.012], [0.048, 0.005, -0.014], [-0.015, 0.009, -0.068], [-0.062, 0.018, -0.051], [-0.029, -0.033, 0.014], [0.624, 1.552, 0.350], [0.066, -0.665, -0.262], [0.291, -0.148, 0.104], [-0.178, -0.009, 0.052], [0.015, -0.162, 0.175], [-0.086, 0.092, -0.035], [0.020, 0.106, 0.040], [-0.008, -0.047, -0.055], [0.003, -0.040, -0.018], [0.028, -0.014, 0.004], [-0.004, 0.047, -0.091], [0.014, -0.031, -0.066], [-0.077, 0.026, 0.044], [-0.015, -0.064, -0.034], [-0.511, -0.041, -0.668], [1.234, 0.497, -0.199], [0.012, -0.976, 3.254], [-0.674, -0.265, 0.191], [1.598, -0.926, 0.286], [-0.159, -0.217, -0.069], [-0.074, -0.069, 0.109], [-0.122, 0.114, 0.120], [-0.118, 0.205, 0.022], [0.081, 0.089, -0.187], [0.109, -0.074, -0.188], [0.219, 0.140, 0.058], [0.006, -0.002, -0.147], [0.081, -0.046, -0.143], [-0.150, -0.030, -0.172], [-0.276, -0.004, 0.019], [-0.121, 0.039, 0.258], [0.009, -0.005, 0.024], [-0.015, 0.022, 0.001], [-0.017, 0.010, 0.000], [0.008, 0.041, -0.056], [0.042, -0.002, -0.014], [0.122, 0.050, -0.024], [0.006, -0.008, -0.068], [-0.016, -0.013, -0.012], [0.021, 0.010, -0.021], [0.019, -0.013, -0.027]],
  "e_above_lowest_kj_mol": 226.93,
  "charge": -2,
  "gap_ev": 6.96,
  "lumo_energy_ev": 3.57,
  "e_homo_ev": -3.385,
  "max_force_ev_per_a": 3.40,
  "total_energy_ev": -242740.1592
}



2.
{
  "formula": "C27H26Cl6N4O8",
  "method": "ωB97M-V/def2-TZVPD",
  "species": ["O", "N", "O", "C", "C", "C", "C", "C", "C", "H", "H", "H", "H", "H", "O", "N", "O", "C", "C", "C", "C", "C", "C", "H", "H", "H", "H", "H", "O", "N", "O", "C", "C", "C", "C", "C", "C", "H", "H", "H", "H", "H", "O", "N", "O", "C", "C", "C", "C", "C", "C", "H", "H", "H", "H", "H", "Cl", "C", "Cl", "H", "H", "Cl", "C", "Cl", "H", "H", "Cl", "C", "Cl", "H", "H"],
  "coordinates": [[-1.07337, 0.85725, -0.32947], [-2.24724, 1.17025, -0.46827], [-2.64769, 1.49255, -1.54867], [-3.19277, 1.30699, 0.69397], [-2.85750, 0.94400, 1.97565], [-3.78579, 1.04922, 2.98346], [-5.07768, 1.48811, 2.67530], [-5.39438, 1.81242, 1.33146], [-4.42348, 1.80223, 0.37779], [-1.88553, 0.50607, 2.20911], [-3.59894, 0.81429, 4.01335], [-5.85097, 1.46799, 3.42390], [-6.43894, 2.16178, 1.13715], [-4.70246, 2.05937, -0.62221], [-0.88529, -4.89008, 0.43097], [-1.45717, -4.25331, -0.42616], [-1.20843, -4.22664, -1.60543], [-2.52248, -3.35238, 0.06478], [-2.77836, -3.18793, 1.41835], [-3.75634, -2.21862, 1.76417], [-4.42824, -1.47620, 0.80795], [-4.12309, -1.66073, -0.59772], [-3.20972, -2.62861, -0.92383], [-2.26766, -3.76342, 2.16890], [-4.06383, -2.02906, 2.78021], [-5.17774, -0.78998, 1.17432], [-4.80990, -1.24403, -1.31765], [-3.02103, -2.81916, -1.95857], [2.76797, 5.02953, -3.92562], [1.92003, 4.35258, -3.44272], [0.73418, 4.62690, -3.51814], [2.37073, 3.16700, -2.57660], [3.72278, 2.91773, -2.40088], [4.10335, 1.81645, -1.63882], [3.18294, 1.03699, -1.02058], [1.82279, 1.35313, -1.17026], [1.38089, 2.32434, -2.04729], [4.47639, 3.62510, -2.85341], [5.15552, 1.53451, -1.47639], [3.44648, 0.27838, -0.31708], [1.08376, 0.76916, -0.59436], [0.37615, 2.63032, -2.24903], [1.56487, -0.81668, -5.79036], [2.62744, -1.02824, -5.26271], [3.64075, -0.99260, -5.88069], [2.71095, -1.56374, -3.86571], [1.54650, -1.61246, -3.12480], [1.68341, -2.10694, -1.86320], [2.89707, -2.52615, -1.35609], [4.04683, -2.48423, -2.07208], [3.97036, -1.98354, -3.39880], [0.60562, -1.16158, -3.47440], [0.87795, -2.09566, -1.10521], [2.89083, -2.93805, -0.38058], [4.99498, -2.80530, -1.68058], [4.90299, -1.95305, -3.99523], [2.32520, 5.27389, 1.82580], [3.41653, 4.02685, 1.12155], [3.54469, 2.65314, 2.26727], [2.94280, 3.75746, 0.19768], [4.43344, 4.45649, 1.01315], [-1.08122, 0.27935, 4.83520], [-1.37866, -0.84064, 6.12333], [-0.01913, -2.04506, 6.00225], [-1.24154, -0.33850, 7.07898], [-2.32619, -1.35064, 5.97312], [1.98503, -2.85551, 2.91316], [2.25373, -1.06234, 2.96664], [1.10341, -0.17476, 1.83492], [2.07149, -0.70278, 3.96773], [3.35194, -0.86319, 2.72807]],
  "forces_ev_per_a": [[-0.502, -0.522, 1.454], [1.305, 0.561, 0.324], [-1.331, 0.187, -0.961], [1.013, -0.084, -0.586], [1.437, -0.591, 0.179], [-1.665, 0.712, -0.051], [0.363, -0.411, -1.352], [-1.581, 0.756, 2.319], [-0.894, -0.170, -0.744], [-0.131, 0.248, -0.323], [0.478, -0.234, 0.097], [-0.099, 0.225, 0.171], [1.139, -0.383, -0.128], [0.266, 0.141, -0.435], [0.387, -0.496, -0.189], [-0.515, 0.683, 1.065], [0.317, -0.419, -0.344], [-0.460, 0.744, -0.331], [-0.711, 0.820, -0.462], [0.215, -0.433, -0.587], [0.852, -0.798, -1.477], [-1.405, -0.450, 2.734], [0.250, 0.121, 0.175], [0.170, -0.105, 0.040], [0.324, -0.270, 0.315], [-0.077, 0.103, -0.362], [0.395, 0.380, -0.304], [0.254, -0.239, -0.339], [1.717, 0.642, -0.809], [-0.938, -0.619, 1.470], [0.033, -0.887, 0.252], [-0.496, -0.295, -0.752], [0.755, 1.292, -0.830], [1.740, 0.121, -0.249], [-1.995, 0.619, 0.366], [-0.803, -1.278, 0.371], [1.364, 1.380, 0.190], [-0.968, -1.004, 0.519], [-0.408, 0.564, -0.329], [0.258, -0.488, 0.127], [0.568, 0.412, -0.672], [-0.626, -0.383, 0.173], [-1.417, 0.415, 0.750], [-0.595, -1.331, 0.189], [2.516, 0.408, -0.674], [0.864, 0.253, -0.593], [-0.323, 0.777, -0.345], [-0.958, 0.017, 1.913], [-0.513, -0.397, 0.334], [0.362, 0.731, -2.265], [0.087, -0.160, 0.537], [0.612, -0.464, -0.036], [0.109, -0.055, -0.929], [0.103, -0.216, 0.961], [0.154, -0.118, 0.112], [-1.061, 0.176, 0.164], [0.412, -0.178, -0.195], [0.312, 0.738, 1.100], [0.007, 0.222, -0.563], [0.114, -0.537, -0.310], [-0.864, -0.298, -0.048], [-0.201, 0.886, -0.463], [1.308, -0.787, 0.108], [-0.674, -0.051, 0.401], [-0.374, -0.148, -0.129], [0.136, 0.051, 0.210], [0.133, 1.121, -0.029], [0.798, -0.064, -0.832], [1.076, -0.847, 0.935], [-0.364, -0.083, 0.135], [-1.754, -0.215, -0.162]],
  "charge": 0,
  "smiles": "O=[N+]([O-])c1ccccc1.O=[N+]([O-])c1ccccc1.O=[N+]([O-])c1ccccc1.O=[N+]([O-])c1ccccc1.ClCCl.ClCCl.ClCCl",
  "gap_ev": 8.83,
  "lumo_energy_ev": -0.86,
  "e_homo_ev": -9.686,
  "max_force_ev_per_a": 3.11,
  "total_energy_ev": -125883.6321
}



3.
{
  "formula": "C11H13F7N2O4S2SiW",
  "method": "ωB97M-V/def2-TZVPD",
  "species": ["W", "F", "C", "F", "F", "S", "O", "O", "N", "S", "O", "O", "C", "F", "F", "F", "C", "Si", "C", "C", "N", "C", "C", "C", "C", "C", "C", "F", "H", "H", "H", "H", "H", "H", "H", "H", "H", "H", "H", "H", "H"],
  "coordinates": [[-0.97739, 0.11571, -0.94526], [-1.37812, -4.51619, -4.22274], [-1.92510, -3.27742, -4.05629], [-3.16232, -3.47063, -3.59676], [-1.99176, -2.73286, -5.26311], [-0.80989, -1.89595, -2.80724], [-1.47477, -0.52460, -3.05532], [-0.62530, -2.08189, -1.35540], [0.60483, -1.86026, -3.52033], [1.61655, -0.69427, -3.00637], [2.18331, -0.05727, -4.12645], [0.85504, 0.18505, -2.03305], [2.96376, -1.32869, -1.93849], [3.79278, -0.24608, -1.62042], [3.72737, -2.20178, -2.62104], [2.54234, -1.92959, -0.80760], [2.28120, 0.05081, 2.65487], [0.44292, -0.25450, 2.51807], [0.19644, -2.05375, 1.96083], [-0.68933, 0.37684, 3.84760], [0.01175, 0.65099, 1.05990], [-0.22938, 1.88631, 0.75700], [-0.09131, 2.92719, 1.82457], [-1.08447, 3.89093, 1.69756], [-1.89174, 3.93642, 0.56329], [-1.60539, 3.30121, -0.66125], [-0.86577, 2.16728, -0.57750], [-2.65357, -0.87824, -0.56569], [2.78612, -0.81782, 3.05178], [2.54223, 0.94063, 3.22638], [2.64041, 0.22410, 1.58361], [0.37279, -2.06251, 0.83253], [-0.82369, -2.41809, 2.10571], [0.96941, -2.69858, 2.41316], [-0.33386, 0.06008, 4.82281], [-1.71069, 0.06530, 3.74590], [-0.64057, 1.50321, 3.92380], [0.57535, 2.79940, 2.62892], [-1.33502, 4.58001, 2.50488], [-2.73657, 4.58483, 0.60548], [-2.06857, 3.75467, -1.54833]],
  "forces_ev_per_a": [[-0.532, -2.537, 0.010], [0.159, 2.696, 1.348], [-1.470, -2.923, -2.108], [1.790, 1.156, 0.492], [0.669, 0.566, 1.781], [0.894, 0.218, -3.218], [0.102, -1.165, 2.148], [-0.565, -0.048, 0.211], [0.237, 0.032, 0.863], [-2.077, -0.537, -1.660], [0.414, 0.156, 0.617], [-0.598, 0.369, 1.176], [3.620, -0.563, 1.021], [-2.173, -1.786, -0.454], [-1.346, 1.009, 0.486], [-0.105, 1.012, -1.180], [-0.182, 0.858, -1.577], [0.840, -2.159, 1.273], [0.288, 0.903, -1.219], [0.795, 1.563, 0.113], [-2.076, 0.249, -4.623], [0.706, 1.378, 2.183], [-2.450, 0.551, -2.461], [1.199, -0.920, 1.521], [0.437, 0.364, -0.842], [-0.753, 1.411, -0.287], [0.091, -1.938, 0.902], [2.535, 2.881, -0.179], [0.158, -0.179, 0.155], [0.100, -0.045, 0.086], [-0.196, -0.322, 1.351], [-0.033, -0.153, 1.376], [0.230, -0.174, 0.204], [-0.574, 0.125, -0.108], [0.094, -0.358, 0.165], [-0.561, -0.139, -0.130], [-0.236, -1.110, -0.155], [0.718, 0.053, 0.805], [0.337, -0.102, -0.141], [-0.576, 0.455, -0.105], [0.089, -0.848, 0.159]],
  "e_above_lowest_kj_mol": 0.00,
  "s_squared": 2.113,
  "charge": 2,
  "gap_ev": [6.23, 6.54],
  "lumo_energy_ev": [-10.37, -10.56],
  "multiplicity": 3,
  "e_homo_ev": [-16.597, -17.105],
  "max_force_ev_per_a": 5.07,
  "total_energy_ev": -73162.2226
}